# 1
Entry from the Open Molecules 2025 dataset: C45H57BClIN7O3S2Ti as an isolated structure at a distorted geometry (the ωB97M-V functional and the def2-TZVPD basis).

2S+1	3
net charge	-1
lowest unoccupied orbital energy (spin up / spin down)	1.5 / 1.5	eV
strongest force on any atom	3.603	eV/A
energy relative to the best compared isomer or geometry (same formula, charge and spin)	157.0	kcal/mol
HOMO-LUMO gap (spin up / spin down)	2.32 / 2.31	eV

Last column: Mulliken charge in e.
Atoms and positions in Å:
Ti  -3.5046  2.8474  -3.1944  0.00
N  -6.2430  4.6929  -4.7773  -0.41
C  -5.2959  5.3294  -4.0426  0.40
N  -4.4531  4.7251  -3.1546  0.25
C  -3.9016  5.6686  -2.2944  -0.08
C  -4.1337  6.9823  -2.7348  -0.57
S  -5.1005  7.0616  -4.1526  -0.25
C  -3.1692  5.0944  -1.1677  -0.18
C  -2.8202  5.5940  0.0408  -0.18
S  -2.1696  4.2765  0.9971  -0.24
C  -1.9512  3.3003  -0.4439  0.25
N  -2.5872  3.8620  -1.4791  0.31
N  -1.3402  2.1248  -0.4796  -0.03
H  -6.1724  3.6601  -4.9301  0.26
H  -6.7673  5.3106  -5.4341  0.20
H  -3.6394  7.8466  -2.3757  0.45
H  -2.8670  6.6254  0.4114  0.43
H  -0.6832  1.8495  0.2464  0.18
H  -1.1813  1.7512  -1.4170  -0.17
I  -0.1848  3.8114  -4.1762  -0.13
C  -2.2638  3.5139  -4.7199  -1.11
H  -2.5599  4.3674  -5.3294  0.44
H  -2.1059  2.6977  -5.4203  0.53
C  -2.0553  -1.9394  -1.8057  -1.16
C  -1.1354  -1.1366  -2.7273  -0.06
C  -1.7539  0.1380  -3.0813  0.20
N  -2.3533  1.1006  -3.3358  -0.22
H  -1.5893  -2.8109  -1.3834  0.41
H  -2.9731  -2.2326  -2.3491  0.31
H  -2.4138  -1.2688  -0.9978  0.28
H  -0.9331  -1.6430  -3.7054  0.27
H  -0.1068  -0.9858  -2.2381  0.11
C  -8.8255  -2.9751  -2.5376  -1.50
C  -7.9951  -2.5587  -1.3618  0.84
C  -8.0815  -3.3924  -0.2034  -0.86
C  -7.3355  -3.0375  0.9472  0.45
Cl  -7.1647  -4.1706  2.2372  -0.25
C  -6.5865  -1.8659  1.0016  -1.10
C  -6.4526  -1.1331  -0.1856  0.52
C  -7.1209  -1.4412  -1.3572  -0.10
O  -6.8746  -0.7132  -2.4955  -0.44
C  -6.9412  0.7590  -2.5366  -0.80
C  -5.5481  1.4403  -2.5839  1.31
O  -5.2486  1.8634  -3.7955  -0.76
O  -4.8180  1.6134  -1.6020  -0.66
H  -8.7272  -2.3238  -3.3981  0.32
H  -9.9167  -2.9506  -2.2789  0.32
H  -8.5264  -3.9724  -2.7189  0.37
H  -8.6111  -4.3171  -0.2259  0.46
H  -6.1171  -1.6670  1.9265  0.49
H  -5.6983  -0.2766  -0.2163  0.29
H  -7.4326  1.1482  -1.6088  0.35
H  -7.4335  1.0586  -3.4647  0.24
C  2.6757  2.2381  0.6875  -1.66
C  3.8873  1.3649  0.6561  2.91
C  5.2411  2.0281  1.0972  -1.62
C  4.0977  0.5895  -0.6559  0.44
C  4.1973  1.4307  -1.8370  -0.88
C  4.4862  0.8153  -3.0134  -1.25
C  4.6231  -0.5772  -3.1041  -0.45
C  4.3066  -1.3992  -2.0171  0.64
C  4.1213  -2.8973  -2.2870  0.86
C  5.4396  -3.5894  -2.5821  -1.45
C  3.3074  -3.1972  -3.5916  -1.69
C  4.1795  -0.8099  -0.7620  -0.52
N  4.0491  -1.4439  0.5160  -0.32
B  4.1141  -0.6814  1.7615  -0.81
N  3.5107  -1.4963  2.8071  0.78
C  3.5159  -2.7840  2.2599  -0.87
C  3.7939  -2.7836  0.9008  0.01
C  3.1320  -1.1159  4.1666  0.17
C  1.8889  -1.4328  4.7578  0.50
C  1.3714  -0.6116  5.7353  -0.93
C  2.1894  0.3216  6.3343  -1.31
C  3.5333  0.3726  6.0066  -0.75
C  4.0461  -0.2934  4.8840  0.27
C  5.4621  -0.0182  4.4193  2.61
C  6.2728  -1.3379  4.1411  -1.20
C  6.2452  1.0341  5.3201  -1.88
C  1.0019  -2.7022  4.4597  1.00
C  0.3021  -2.6936  3.0949  -1.62
C  1.7220  -4.0247  4.6705  -1.65
H  2.3062  2.4516  1.7154  0.37
H  1.8476  1.7332  0.1740  0.26
H  2.8596  3.2204  0.1627  0.32
H  3.7069  0.6130  1.5140  -0.67
H  5.5202  2.7335  0.3158  0.40
H  6.0441  1.3114  1.2774  0.18
H  4.9872  2.6069  1.9680  0.46
H  4.0334  2.4749  -1.5985  0.41
H  4.6253  1.3832  -3.9571  0.29
H  4.8971  -0.9860  -4.0485  0.42
H  3.5125  -3.4236  -1.5865  0.33
H  5.9109  -3.1326  -3.4619  0.37
H  5.2740  -4.6185  -2.8402  0.47
H  6.2355  -3.5128  -1.7871  0.27
H  2.3273  -2.6979  -3.5573  0.21
H  3.8334  -2.9026  -4.5336  0.30
H  3.2184  -4.2760  -3.6372  0.53
H  3.3692  -3.7082  2.8735  0.01
H  4.0350  -3.7059  0.3206  0.32
H  0.2872  -0.7391  6.0233  0.29
H  1.8326  1.0906  7.0412  0.28
H  4.1957  1.0232  6.5595  0.33
H  5.3258  0.4756  3.4103  -1.09
H  6.6621  -1.6240  5.1347  0.49
H  7.1794  -1.1386  3.5378  0.28
H  5.5982  -2.1125  3.7215  0.06
H  6.1648  0.6589  6.3504  0.43
H  5.7665  2.0381  5.2912  0.34
H  7.2858  1.0949  5.0721  0.44
H  0.2045  -2.5777  5.2752  0.49
H  -0.0277  -1.6783  2.7583  0.26
H  -0.5708  -3.3400  3.1330  0.51
H  0.9452  -3.1336  2.2954  0.26
H  1.5236  -4.7724  3.9105  0.39
H  1.4130  -4.4387  5.6937  0.30
H  2.8211  -3.9977  4.7618  0.39

---

# 2
Entry from the Open Molecules 2025 dataset: a 4-piece molecular cluster, C2H11NO3 overall at a distorted geometry (the ωB97M-V functional and the def2-TZVPD basis).

lowest unoccupied orbital energy	0.2	eV
strongest force on any atom	6.158	eV/A
energy relative to the best compared isomer or geometry (same formula, charge and spin)	81.1	kcal/mol
HOMO-LUMO gap	9.18	eV
SMILES	C=NC.O.O.O

Last column: Mulliken charge in e.
Atoms and positions in Å:
C  0.4001  -0.1741  -0.1104  -0.87
C  0.0163  2.1571  0.2257  -0.25
N  0.8250  1.1937  0.2154  -0.36
H  -0.1660  -0.4684  0.7998  0.41
H  1.2663  -0.6836  -0.2725  0.29
H  -0.4910  -0.1321  -0.8309  0.33
H  0.1583  3.1258  -0.3366  0.24
H  -0.9516  1.7516  0.8339  0.25
H  -3.9869  -4.2983  -0.4719  0.33
H  -4.7836  -5.5850  -0.9101  0.32
O  -4.3925  -4.7906  -1.2699  -0.65
H  1.8679  1.9382  -1.2157  0.35
H  2.8223  0.8921  -2.0066  0.29
O  2.2032  1.5750  -2.0949  -0.68
H  1.7754  0.9871  2.0934  0.34
H  1.5751  1.5575  3.4891  0.31
O  1.2693  0.7983  2.9433  -0.64

---

# 3
Entry from the Open Molecules 2025 dataset: a 2-piece molecular cluster, C4H12O overall at a distorted geometry (the ωB97M-V functional and the def2-TZVPD basis).

lowest unoccupied orbital energy	0.9	eV
strongest force on any atom	1.588	eV/A
energy relative to the best compared isomer or geometry (same formula, charge and spin)	14.5	kcal/mol
HOMO-LUMO gap	11.22	eV
SMILES	CCO.CC

Last column: Mulliken charge in e.
Atoms and positions in Å:
C  -1.4371  -0.6183  -0.7854  0.00
C  -2.1608  -0.9951  -2.0675  -1.07
O  -1.6596  0.7654  -0.5150  -0.52
H  -1.8241  -1.1779  0.0655  0.22
H  -0.3723  -0.8002  -0.9114  0.18
H  -1.8174  -0.3560  -2.8806  0.28
H  -0.8289  1.2434  -0.5412  0.31
H  -3.2219  -0.7876  -1.9050  0.28
H  -2.0643  -2.0319  -2.3778  0.33
C  2.2378  -0.2184  1.3023  -0.77
C  2.7214  1.0691  1.9525  -0.87
H  1.9986  -0.1270  0.2616  0.19
H  1.3493  -0.6044  1.8138  0.25
H  2.8670  -1.1019  1.4358  0.38
H  2.2311  1.2799  2.9047  0.26
H  3.8035  1.0644  2.1070  0.26
H  2.4995  1.9384  1.3522  0.29